A single C21H17N3O3S molecule in a non-equilibrium geometry, computed with ωB97M-V/def2-TZVPD.

Each line ends with the Löwdin charge.
Positions of all 45 atoms, in Å:
C  1.38781  5.47195  2.04895  -0.09
H  1.64299  6.52903  2.10102  0.09
O  1.43581  5.13642  0.68282  -0.08
C  1.16446  3.85872  0.31291  -0.27
C  1.22830  3.59487  -1.05916  0.01
C  0.98027  2.33168  -1.53948  -0.01
C  0.66829  1.28859  -0.66311  -0.16
C  0.58306  1.55706  0.69863  -0.02
C  0.83005  2.82783  1.18570  -0.01
H  0.75295  3.00032  2.24754  0.10
H  0.30508  0.77849  1.39320  0.11
C  0.40300  -0.02289  -1.21817  -0.24
N  -0.07193  -0.22779  -2.42390  0.10
N  -0.22263  -1.54012  -2.60793  0.05
C  0.14275  -2.14053  -1.51066  -0.62
N  0.55902  -1.22702  -0.57647  0.06
C  1.13519  -1.50226  0.68136  -0.24
C  2.43111  -1.06961  0.93837  -0.01
C  3.00778  -1.34076  2.16472  -0.07
C  2.30121  -2.04626  3.12531  -0.08
C  1.01286  -2.47852  2.86050  -0.06
C  0.41980  -2.20867  1.63958  -0.02
H  -0.58825  -2.53864  1.43918  0.09
H  0.45976  -3.02845  3.60626  0.11
H  2.75673  -2.25945  4.08054  0.10
H  4.01335  -1.00434  2.36706  0.10
H  2.97192  -0.52348  0.17947  0.13
S  0.07585  -3.86080  -1.21105  1.00
C  -1.71605  -4.10956  -1.54338  -0.33
C  -2.44211  -3.09155  -0.69254  -0.43
O  -2.53261  -3.19976  0.51456  0.07
C  -2.90172  -1.90837  -1.40008  -0.23
C  -3.20528  -0.65851  -0.89697  0.02
C  -3.47567  0.15484  -2.00871  -0.04
C  -3.33056  -0.65245  -3.10385  -0.10
O  -2.99059  -1.88625  -2.75004  0.03
H  -3.43769  -0.45284  -4.15186  0.13
H  -3.73201  1.19373  -2.00307  0.10
H  -3.20727  -0.38296  0.13801  0.12
H  -1.89496  -3.98088  -2.60764  0.08
H  -1.92025  -5.12608  -1.21253  0.09
H  1.02222  2.12200  -2.59629  0.11
H  1.47692  4.40663  -1.72395  0.12
H  2.11439  4.89551  2.63030  0.10
H  0.38666  5.32114  2.46486  0.10

Force components x, y, z for each atom (eV/Å):
-0.012 0.044 0.226
-0.024 -0.079 0.049
0.004 -0.104 -0.308
-0.037 -0.178 -0.139
0.000 0.178 0.183
0.021 -0.086 0.174
0.107 0.391 0.296
-0.056 -0.057 -0.296
0.073 0.375 0.188
0.002 0.059 0.086
-0.004 -0.026 0.048
-0.153 -0.405 -0.043
0.115 1.133 0.121
0.191 -1.004 -0.203
0.120 -0.375 0.047
-0.411 0.305 -0.771
0.391 -0.164 0.646
-0.148 -0.114 -0.115
0.056 0.040 0.025
0.030 -0.009 0.068
0.027 0.000 0.032
-0.026 0.169 -0.094
-0.068 -0.011 -0.065
-0.051 -0.052 0.072
0.042 -0.020 0.084
0.085 0.028 0.021
0.036 0.037 -0.069
-0.086 -0.265 -0.208
0.456 0.022 0.119
-0.052 -0.222 -0.255
-0.084 0.033 -0.089
-0.429 1.001 0.923
0.213 -0.869 -0.197
-0.036 -0.216 -0.497
-0.197 0.816 0.254
-0.018 -0.568 -0.126
0.025 -0.082 -0.159
-0.044 0.222 -0.086
0.018 -0.012 0.229
-0.053 -0.074 0.069
-0.084 0.034 0.001
0.024 0.009 -0.120
0.033 0.095 -0.091
-0.037 0.009 -0.021
0.040 -0.009 -0.012

* F_max: 1.4 eV Å⁻¹
* net charge: 0
* spin multiplicity: 1
* E_LUMO: 0.0049 Eh
* ΔE to the lowest compared entry with this formula, charge and spin: 1.786 eV
* total energy: -43499.75162 eV
* SMILES: COc1ccc(-c2nnc(SCC(=O)c3ccco3)n2-c2ccccc2)cc1

---

6 unconnected molecules or ions with the total composition H13NO5 in a non-equilibrium geometry, computed with ωB97M-V/def2-TZVPD.

Each line ends with the Löwdin charge.
Positions of all 19 atoms, in Å:
N  -0.99416  0.52856  -3.13568  0.03
H  -0.95948  -0.44234  -2.86382  0.01
H  -1.43420  0.73209  -4.01843  0.01
H  -0.03972  0.83388  -3.15495  -0.01
H  -2.19693  0.71520  2.34771  0.03
H  -2.25243  1.36068  0.92203  -0.01
O  -2.64793  1.36380  1.79037  -0.06
H  1.16148  -0.38709  4.35141  0.04
H  0.32806  0.50197  3.44390  0.02
O  0.66424  0.45474  4.34463  -0.07
H  -0.83381  0.75600  -0.55193  0.03
H  -0.62285  -0.79630  -0.29723  0.01
O  -0.55234  0.07123  0.08029  -0.06
H  1.53308  -2.71232  0.84184  0.06
H  1.36190  -1.80004  -0.39383  0.00
O  0.87221  -2.41272  0.17741  -0.08
H  2.72487  0.10373  -1.81047  0.06
H  1.79899  1.02329  -1.00038  0.04
O  2.08904  0.10564  -1.07287  -0.06

Force components x, y, z for each atom (eV/Å):
0.140 0.356 0.830
-0.397 -0.164 -0.507
-0.051 -0.446 -0.062
0.360 0.251 -0.189
0.030 0.152 -0.609
0.362 -0.473 0.013
-0.542 0.306 0.760
-0.370 0.667 0.086
-0.022 0.112 -0.071
0.399 -0.775 -0.082
0.076 -0.911 -0.154
-0.114 -0.506 -0.415
-0.075 1.572 0.562
-0.775 0.352 -0.743
-0.018 0.085 0.283
0.824 -0.381 0.415
-0.273 0.029 0.446
-0.070 -0.215 0.190
0.519 -0.012 -0.753

* F_max: 1.7 eV Å⁻¹
* net charge: 0
* spin multiplicity: 1
* E_LUMO: 0.0043 Eh
* ΔE to the lowest compared entry with this formula, charge and spin: 1.402 eV
* total energy: -11938.47320 eV
* SMILES: N.O.O.O.O.O

---

A single C5H3NO molecule, computed with ωB97M-V/def2-TZVPD.

Each line ends with the Löwdin charge.
Positions of all 10 atoms, in Å:
C  2.45570  0.47172  0.00802  0.12
C  1.41694  -0.13226  0.09875  -0.09
C  0.00417  -0.32086  0.13994  -0.23
C  -0.75647  0.74940  0.48854  -0.07
O  -2.01935  0.56792  0.12894  -0.02
N  -2.14305  -0.67414  -0.45586  0.07
C  -0.95234  -1.21048  -0.43769  -0.08
H  3.31019  1.09425  -0.12248  0.03
H  -0.46670  1.67418  0.96821  0.15
H  -0.84907  -2.21972  -0.81636  0.12

Force components x, y, z for each atom (eV/Å):
-0.292 -0.302 0.038
0.446 0.377 -0.074
-0.067 0.304 -0.126
-0.032 0.013 -0.054
-0.145 0.083 0.281
0.184 -0.409 0.112
-0.177 0.064 -0.035
0.150 -0.313 0.073
-0.231 -0.044 -0.166
0.164 0.227 -0.048

* F_max: 0.6 eV Å⁻¹
* net charge: 0
* spin multiplicity: 1
* E_LUMO: 0.0320 Eh
* ΔE to the lowest compared entry with this formula, charge and spin: 2.758 eV
* total energy: -8767.24881 eV
* SMILES: C#Cc1cnoc1

---

Number 1: Kohn-Sham gap 8.23 eV. Number 2: Kohn-Sham gap 10.73 eV. Number 3: Kohn-Sham gap 10.26 eV.